Entry 1:
Formula: C5H10N2O2
Source: the OMol25 dataset
Level of theory: the ωB97M-V functional and the def2-TZVPD basis

Properties
* Kohn-Sham gap: 9.339 eV
* E_tot: -12420.5485 eV
* relative energy (zero: lowest compared OMol25 entry of this formula, charge and spin): 67.43 kcal/mol
* E_LUMO: 0.66 eV

Each line ends with the Mulliken charge.
Positions of all 19 atoms, in Å:
C (-0.75542, 1.67337, 0.16899)  -0.873
N (-0.28423, 0.35484, 0.42981)  0.075
C (-1.26441, -0.69120, 0.71468)  -0.621
C (-0.85187, -1.88876, -0.13338)  -0.376
N (0.49666, -1.52884, -0.60546)  -0.500
C (0.68679, -0.09344, -0.53393)  -0.206
C (1.98581, 0.37979, 0.09608)  0.508
O (2.45187, -0.33749, 0.92465)  -0.553
O (2.43316, 1.52623, -0.46021)  -0.506
H (0.13294, 2.37137, 0.51416)  0.224
H (-0.93132, 1.86912, -0.89648)  0.340
H (-1.80744, 1.77062, 0.70379)  0.362
H (-2.30452, -0.29536, 0.52244)  0.355
H (-1.25973, -0.82493, 1.78336)  0.247
H (-0.78300, -2.88897, 0.46690)  0.286
H (-1.60618, -1.88425, -0.94786)  0.258
H (1.30152, -1.94696, -0.01643)  0.397
H (0.57581, 0.53410, -1.62867)  0.170
H (1.78355, 1.90074, -1.10245)  0.415

Forces on atoms 1 to 2 (eV/Å):
-0.460 1.429 1.783
-0.684 -0.130 -0.717

Entry 2:
Formula: C5H10N2O2
Source: the OMol25 dataset
Level of theory: the ωB97M-V functional and the def2-TZVPD basis

Properties
* Kohn-Sham gap: 9.020 eV
* E_tot: -12415.1834 eV
* relative energy (zero: lowest compared OMol25 entry of this formula, charge and spin): 191.15 kcal/mol
* E_LUMO: 0.78 eV

Each line ends with the Mulliken charge.
Positions of all 19 atoms, in Å:
C (2.55881, 0.50514, 0.42284)  -1.263
C (1.64237, -0.63777, -0.00883)  -0.226
O (0.14419, -0.25315, -0.12206)  -0.374
C (-0.54656, -1.34044, -0.64430)  -0.074
C (-1.76321, -1.40028, -0.24609)  -0.354
N (-2.49355, -0.69508, 0.72660)  -0.483
C (-2.33878, 0.57707, 0.74998)  0.151
N (-1.76575, 1.05055, -0.50987)  -0.322
O (-0.68296, 2.24639, -0.48377)  -0.510
H (3.46584, -0.09682, 0.79213)  0.360
H (2.00494, 0.96876, 1.28947)  0.356
H (2.96014, 1.18184, -0.37443)  0.292
H (1.85461, -1.40316, 0.72825)  0.325
H (1.94949, -0.86195, -1.08824)  0.355
H (0.16776, -2.09596, -0.97194)  0.440
H (-2.43102, -1.92843, -0.86745)  0.300
H (-2.34025, 1.10398, 1.77348)  0.322
H (-2.54576, 1.59222, -1.08287)  0.271
H (0.15968, 1.48709, -0.08289)  0.435

Forces on atoms 1 to 2 (eV/Å):
0.352 -0.751 0.885
-0.596 1.517 -2.482

Entry 3:
Formula: C5H10N2O2
Source: the OMol25 dataset
Level of theory: the ωB97M-V functional and the def2-TZVPD basis

Properties
* Kohn-Sham gap: 9.336 eV
* E_tot: -12418.6678 eV
* relative energy (zero: lowest compared OMol25 entry of this formula, charge and spin): 110.80 kcal/mol
* E_LUMO: 0.61 eV

Each line ends with the Mulliken charge.
Positions of all 19 atoms, in Å:
N (0.44429, 0.06718, -2.87854)  -0.641
N (-0.50366, 0.06438, -1.82978)  0.014
C (-1.46457, 1.15014, -1.80785)  0.588
O (-1.30975, 2.13302, -2.49830)  -0.568
O (-2.70103, 0.61987, -1.59071)  -0.487
H (0.05746, 0.44420, -3.74621)  0.256
H (1.20021, 0.71449, -2.66060)  0.246
H (-0.86776, -0.84890, -1.58089)  0.249
H (-3.37460, 1.23282, -1.91837)  0.340
C (2.49469, -0.73953, 1.29620)  -0.680
C (1.14845, -0.95196, 1.19574)  -0.151
C (0.17437, -0.00895, 1.97184)  0.039
C (-0.67572, -0.45146, 2.90741)  -0.786
H (3.13856, -1.44423, 1.79985)  0.248
H (2.91579, 0.25595, 1.28910)  0.284
H (0.85995, -1.97611, 1.41863)  0.248
H (0.53771, 1.01243, 2.01059)  0.312
H (-0.75337, -1.49717, 3.17278)  0.229
H (-1.32102, 0.22384, 3.44912)  0.258

Forces on atoms 1 to 2 (eV/Å):
0.204 0.297 0.287
-0.770 1.869 0.643

Entry 4:
Formula: C5H10N2O2S
Source: the OMol25 dataset
Level of theory: the ωB97M-V functional and the def2-TZVPD basis

Properties
* Kohn-Sham gap: 9.876 eV
* E_tot: -23254.8658 eV
* relative energy (zero: lowest compared OMol25 entry of this formula, charge and spin): 41.62 kcal/mol
* E_LUMO: 0.54 eV

Each line ends with the Mulliken charge.
Positions of all 20 atoms, in Å:
C (-2.09407, 1.31002, 0.08659)  0.699
C (1.08041, -1.01461, 0.52555)  -1.306
C (1.41943, 0.20052, 0.14009)  0.990
C (1.31188, 0.67433, -1.24284)  -1.105
C (1.72847, 1.29357, 1.16981)  -1.183
N (-2.19717, 0.24990, 0.66602)  -0.393
N (-1.88678, -1.72127, -0.88770)  -0.367
O (-2.18333, 2.35918, -0.41922)  -0.452
O (-2.87099, -2.10577, 1.29946)  -0.586
S (-1.73243, -1.43682, 0.72175)  0.678
H (1.02604, -1.98618, -0.08322)  0.464
H (1.05490, -1.21273, 1.52516)  0.437
H (0.52570, 1.31212, -1.60926)  0.243
H (1.07760, -0.34357, -1.82194)  0.233
H (2.30027, 1.13021, -1.61238)  0.341
H (2.59539, 1.03049, 1.81998)  0.342
H (0.77083, 1.37950, 1.91923)  0.220
H (1.91626, 2.29327, 0.71847)  0.342
H (-2.69364, -1.93658, -1.36318)  0.185
H (-1.14877, -1.47557, -1.55236)  0.218

Forces on atoms 1 to 2 (eV/Å):
-0.828 -1.120 0.556
1.012 -1.792 -2.491

Entry 5:
Formula: C5H10N2O3
Source: the OMol25 dataset
Level of theory: the ωB97M-V functional and the def2-TZVPD basis

Properties
* Kohn-Sham gap: 10.273 eV
* E_tot: -14468.9129 eV
* relative energy (zero: lowest compared OMol25 entry of this formula, charge and spin): 51.63 kcal/mol
* E_LUMO: 0.59 eV

Each line ends with the Mulliken charge.
Positions of all 20 atoms, in Å:
C (-1.99412, -1.47320, -1.31350)  -1.456
C (-1.17290, -0.28971, -0.86950)  0.357
N (-0.24419, -0.72345, 0.20943)  -0.172
C (0.80512, 0.12765, 0.50061)  0.731
O (0.88544, 1.17697, -0.25349)  -0.750
C (1.87169, -0.03301, 1.56945)  -0.745
N (3.07880, 0.77278, 1.43827)  -0.623
C (-1.92554, 1.06866, -0.37870)  0.411
O (-2.74154, 1.22611, 0.40964)  -0.459
O (-1.17306, 2.11230, -0.97821)  -0.532
H (-2.92488, -1.17871, -1.64279)  0.411
H (-1.56401, -2.03949, -2.14768)  0.329
H (-2.15306, -2.24036, -0.49061)  0.309
H (-0.58542, 0.23201, -1.67687)  0.353
H (-0.34242, -1.54813, 0.70631)  0.142
H (1.46989, 0.25276, 2.50596)  0.264
H (2.09862, -1.01263, 1.75201)  0.452
H (3.92921, 0.21949, 1.14686)  0.247
H (2.95009, 1.46123, 0.71749)  0.299
H (-0.26771, 1.88874, -1.20469)  0.433

Forces on atoms 1 to 2 (eV/Å):
1.235 -1.782 1.100
0.417 1.065 0.454

Entry 6:
Formula: C5H10N2O3S
Source: the OMol25 dataset
Level of theory: the ωB97M-V functional and the def2-TZVPD basis

Properties
* Kohn-Sham gap: 9.400 eV
* E_tot: -25298.3265 eV
* relative energy (zero: lowest compared OMol25 entry of this formula, charge and spin): 186.63 kcal/mol
* E_LUMO: -0.23 eV

Each line ends with the Mulliken charge.
Positions of all 21 atoms, in Å:
C (0.58459, 0.43434, -2.51671)  -0.702
N (-0.46442, -0.14840, -1.63110)  0.061
N (-0.29822, -1.57220, -1.51431)  0.116
O (0.29707, -2.13786, -2.49631)  -0.420
C (-0.28095, 0.47787, -0.37355)  0.038
C (-1.34015, 0.12188, 0.76886)  -1.365
C (-0.89177, 0.08043, 2.19961)  -0.557
C (0.47234, -0.46995, 2.03732)  -0.874
S (1.21021, 0.36631, 0.60238)  1.201
O (2.02344, -0.58656, -0.08876)  -0.634
O (1.53686, 1.59439, 1.15379)  -0.645
H (0.07498, 1.60198, -2.53112)  0.314
H (1.68023, 0.24386, -1.95897)  0.314
H (0.51257, -0.21266, -3.57148)  0.293
H (-0.43509, 1.57299, -0.88151)  0.246
H (-2.03931, 0.83825, 0.81238)  0.375
H (-1.69711, -0.72844, 0.34346)  0.638
H (-1.53299, -0.62095, 2.56194)  0.324
H (-0.97191, 1.05756, 2.59764)  0.427
H (1.27462, -0.42819, 2.74360)  0.508
H (0.28500, -1.48465, 1.74285)  0.343

Forces on atoms 1 to 2 (eV/Å):
-0.659 0.457 -1.676
3.094 -3.784 -0.710

Entry 7:
Formula: C5H10N2O7
Source: the OMol25 dataset
Level of theory: the ωB97M-V functional and the def2-TZVPD basis

Properties
* Kohn-Sham gap (alpha / beta): 8.244 / 8.130 eV
* E_tot: -22649.1162 eV
* relative energy (zero: lowest compared OMol25 entry of this formula, charge and spin): 66.65 kcal/mol
* E_LUMO (alpha / beta): -2.14 / -2.11 eV

Each line ends with the Mulliken charge.
Positions of all 24 atoms, in Å:
C (1.00384, -0.86840, -2.02511)  -1.589
C (0.95665, -1.07326, -0.52922)  1.124
C (2.33956, -1.07188, 0.13534)  -1.433
C (0.08394, 0.10771, 0.21685)  0.556
C (-1.31460, 0.34457, -0.37634)  -0.752
O (-1.73733, 1.60874, 0.07944)  -0.273
N (-3.14721, 1.70348, -0.32428)  0.977
O (-3.70601, 2.73236, 0.01682)  -0.551
O (-3.59328, 0.75358, -0.93242)  -0.483
O (-0.05114, -0.54503, 1.35510)  -0.585
O (0.77327, 1.32604, 2.49056)  -0.255
N (-0.20601, 1.71948, 3.11262)  0.635
O (-0.36407, 2.61234, 3.91796)  -0.403
O (0.25350, -2.28761, -0.27360)  -0.605
H (1.47954, 0.11233, -2.23842)  0.301
H (1.63297, -1.67660, -2.42779)  0.433
H (-0.00926, -0.91251, -2.45551)  0.434
H (2.89465, -0.13330, -0.11132)  0.320
H (2.20524, -1.16630, 1.24036)  0.290
H (2.87302, -1.95012, -0.27316)  0.413
H (0.69026, 1.04718, 0.12209)  0.478
H (-1.26971, 0.32993, -1.46856)  0.234
H (-1.91954, -0.46901, 0.04430)  0.351
H (0.13171, -2.24371, 0.70428)  0.385

Forces on atoms 1 to 2 (eV/Å):
0.222 0.362 0.089
-0.432 -0.048 -0.080

Entry 8:
Formula: C5H10N2OS
Source: the OMol25 dataset
Level of theory: the ωB97M-V functional and the def2-TZVPD basis

Properties
* Kohn-Sham gap (alpha / beta): 5.885 / 6.793 eV
* E_tot: -21202.3584 eV
* relative energy (zero: lowest compared OMol25 entry of this formula, charge and spin): 56.71 kcal/mol
* E_LUMO (alpha / beta): 0.82 / -2.01 eV
* 2S+1: 3
* ⟨S²⟩: 2.01

Each line ends with the Mulliken charge.
Positions of all 19 atoms, in Å:
C (-1.32577, 1.55134, -0.18069)  -0.648
C (-1.83167, 0.55111, -1.19406)  0.061
C (0.44856, 0.45322, 0.99981)  -0.745
C (1.99731, -0.96761, -0.40534)  -0.587
C (1.32753, -0.54677, 0.79586)  -0.282
N (-1.69350, -1.33448, 0.10591)  -0.199
N (-2.02574, -0.70686, -1.03852)  -0.496
O (0.04601, 1.33750, 0.01655)  -0.332
S (3.74995, -0.24221, -0.24475)  -0.269
H (-1.41532, 2.56018, -0.49257)  0.356
H (-2.04578, 1.57067, 0.62761)  0.325
H (-2.24812, 0.84324, -2.15643)  0.428
H (-0.00925, 0.52218, 1.98991)  0.600
H (1.81514, -0.83235, -1.42997)  0.382
H (2.14827, -2.03522, -0.39226)  0.380
H (1.55889, -0.88569, 1.74027)  0.396
H (-2.39712, -2.13093, 0.29439)  0.263
H (-1.29524, -0.75054, 0.85091)  0.211
H (3.19582, 1.04324, 0.11337)  0.157

Forces on atoms 1 to 2 (eV/Å):
-0.991 -0.571 -1.101
-0.813 -0.381 -0.602

Entry 9:
Formula: C5H10N2S
Source: the OMol25 dataset
Level of theory: the ωB97M-V functional and the def2-TZVPD basis

Properties
* Kohn-Sham gap: 8.442 eV
* E_tot: -19160.4522 eV
* relative energy (zero: lowest compared OMol25 entry of this formula, charge and spin): 56.58 kcal/mol
* E_LUMO: 0.31 eV

Each line ends with the Mulliken charge.
Positions of all 18 atoms, in Å:
C (0.73607, 2.57283, -1.52571)  -0.794
C (0.02797, 2.15526, -0.48496)  0.044
N (-0.31599, 0.85406, -0.09315)  0.359
N (-1.03770, 0.86370, 1.11387)  -0.830
C (0.11015, -0.36486, -0.61614)  0.276
S (1.29272, -0.54474, -1.80597)  -0.328
C (-0.44366, -1.59333, -0.01098)  -0.742
C (0.50788, -2.20459, 1.02683)  -0.922
H (0.96381, 3.65024, -1.57380)  0.247
H (0.84020, 1.96907, -2.41757)  0.238
H (-0.21918, 2.79146, 0.31215)  0.377
H (-0.60227, 0.12715, 1.67957)  0.299
H (-2.02086, 0.63071, 0.87316)  0.262
H (-1.42109, -1.44283, 0.47703)  0.320
H (-0.62268, -2.26524, -0.91218)  0.313
H (0.95324, -1.43653, 1.68855)  0.298
H (1.27776, -2.82383, 0.51973)  0.319
H (-0.02637, -2.93851, 1.74956)  0.264

Forces on atoms 1 to 2 (eV/Å):
-0.803 0.676 -0.801
1.182 -0.644 -0.166

Entry 10:
Formula: C5H10N2S
Source: the OMol25 dataset
Level of theory: the ωB97M-V functional and the def2-TZVPD basis

Properties
* Kohn-Sham gap: 8.326 eV
* E_tot: -19160.6394 eV
* relative energy (zero: lowest compared OMol25 entry of this formula, charge and spin): 52.26 kcal/mol
* E_LUMO: -0.26 eV

Each line ends with the Mulliken charge.
Positions of all 18 atoms, in Å:
C (-0.23267, 1.82068, 1.19001)  -0.990
C (0.25349, 0.50764, 1.71239)  -0.612
C (0.67275, -0.44969, 0.65294)  0.373
S (2.17621, -0.26398, -0.02039)  -0.280
C (-0.19680, -1.64661, 0.23052)  -0.738
N (-1.27404, -1.08038, -0.49855)  -0.598
C (-0.99482, -0.66802, -1.70202)  0.089
N (0.23673, -0.38191, -2.27248)  -0.229
H (-0.98142, 1.66348, 0.38647)  0.271
H (-0.71123, 2.51845, 1.87753)  0.351
H (0.70896, 2.38641, 0.85145)  0.250
H (-0.49133, -0.06519, 2.18073)  0.293
H (1.14174, 0.64943, 2.38570)  0.352
H (-0.40344, -2.29632, 1.11696)  0.394
H (0.47476, -2.02098, -0.54179)  0.463
H (-1.71934, -0.14962, -2.29783)  0.324
H (1.19525, -0.44329, -1.95202)  0.046
H (0.14520, -0.08009, -3.29962)  0.241

Forces on atoms 1 to 2 (eV/Å):
0.788 1.691 -1.348
1.079 -0.524 0.592

Entry 11:
Formula: C5H10N2S
Source: the OMol25 dataset
Level of theory: the ωB97M-V functional and the def2-TZVPD basis

Properties
* Kohn-Sham gap: 9.539 eV
* E_tot: -19160.1576 eV
* relative energy (zero: lowest compared OMol25 entry of this formula, charge and spin): 63.37 kcal/mol
* E_LUMO: 0.81 eV

Each line ends with the Mulliken charge.
Positions of all 18 atoms, in Å:
C (2.94954, -0.42815, -0.00740)  -0.777
N (2.13404, 0.64451, -0.27347)  -0.206
C (0.82225, 0.38080, -0.15089)  0.537
N (0.25874, -0.62368, 0.19249)  -0.428
C (-1.19341, -0.43500, 0.37613)  -0.050
C (-2.17957, -0.96208, -0.66995)  -0.966
C (-1.51338, 1.17362, 0.52015)  -0.710
S (-0.17872, 1.98853, -0.32677)  -0.289
H (2.24300, -1.39252, 0.05114)  0.263
H (3.34046, -0.19558, 1.10820)  0.264
H (3.70851, -0.54473, -0.82828)  0.263
H (2.32511, 1.59631, -0.13843)  0.225
H (-1.31000, -1.17913, 1.25105)  0.231
H (-1.90104, -0.38736, -1.57979)  0.267
H (-3.22179, -0.45166, -0.32124)  0.237
H (-2.18385, -2.13092, -1.02513)  0.290
H (-1.56461, 1.55280, 1.49513)  0.403
H (-2.53529, 1.39426, 0.32708)  0.446

Forces on atoms 1 to 2 (eV/Å):
1.763 -2.676 2.475
-2.627 0.146 -1.661

Entry 12:
Formula: C5H10N2S
Source: the OMol25 dataset
Level of theory: the ωB97M-V functional and the def2-TZVPD basis

Properties
* Kohn-Sham gap (alpha / beta): 7.860 / 8.383 eV
* E_tot: -19158.2802 eV
* relative energy (zero: lowest compared OMol25 entry of this formula, charge and spin): 106.67 kcal/mol
* E_LUMO (alpha / beta): -0.75 / -0.73 eV

Each line ends with the Mulliken charge.
Positions of all 18 atoms, in Å:
C (0.92566, 2.05529, 0.31084)  0.131
C (-1.05917, -1.02333, -0.76619)  -1.185
C (0.92349, -1.46907, 0.48919)  -1.606
C (0.03514, 0.97917, 0.43004)  -0.088
C (0.28369, -0.34416, -0.26244)  0.676
N (1.68923, 2.94628, 0.16123)  -0.457
N (-0.51731, 0.78541, 1.69830)  -0.495
S (1.13626, 0.06424, -1.83264)  -0.135
H (-1.55347, -1.46128, 0.11222)  0.378
H (-0.61958, -1.83487, -1.35602)  0.387
H (-1.59261, -0.31488, -1.51336)  0.349
H (0.39452, -1.68162, 1.38356)  0.417
H (1.87579, -1.09990, 0.76583)  0.450
H (1.10203, -2.27855, -0.21373)  0.435
H (-1.06869, 1.89658, -1.02268)  0.054
H (-1.35679, 0.23672, 1.75617)  0.237
H (-0.74289, 1.63273, 2.23452)  0.285
H (0.14470, 0.91124, -2.37483)  0.165

Forces on atoms 1 to 2 (eV/Å):
3.297 3.474 -0.703
0.883 1.247 -0.931